No. 1
# C28H64LiN2O24P

C28H64LiN2O24P as an isolated structure at a distorted geometry (ωB97M-V/def2-TZVPD, the OMol25 dataset).

The geometry in XYZ format:
```
120
Properties=species:S:1:pos:R:3:mulliken_charge:R:1
C 4.34 -3.76 -0.11 -0.725
N 4.52 -2.31 0.05 0.830
C 5.97 -1.91 0.24 -1.129
C 4.07 -1.65 -1.16 -1.296
C 3.76 -1.99 1.27 -0.203
C 3.88 -0.54 1.80 -1.153
O 2.87 -0.31 2.67 -0.699
H 5.10 -4.28 -0.89 0.260
H 3.35 -3.89 -0.19 0.053
H 4.56 -4.54 0.59 0.426
H 6.35 -0.92 0.27 0.496
H 6.69 -2.52 -0.33 0.333
H 6.47 -2.02 1.22 0.412
H 3.88 -0.64 -1.16 0.469
H 3.08 -1.95 -1.47 0.457
H 4.75 -1.90 -2.10 0.297
H 3.82 -2.69 1.94 1.110
H 2.60 -2.20 1.02 -0.648
H 3.81 0.19 1.07 0.482
H 4.85 -0.41 2.18 0.587
H 2.06 -0.15 2.25 0.461
C -1.97 1.46 -3.82 -0.430
N -0.66 0.86 -3.97 0.655
C -0.57 0.71 -5.47 -1.158
C 0.35 1.81 -3.45 -0.225
C -0.57 -0.50 -3.34 -0.209
C 0.69 -1.47 -3.44 -0.250
O 0.58 -2.52 -2.57 -0.699
H -2.86 0.89 -4.16 0.372
H -2.01 2.56 -4.08 0.388
H -2.27 1.51 -2.70 -0.229
H 0.27 0.27 -5.78 0.513
H -0.49 1.74 -5.99 0.366
H -1.36 0.27 -5.99 0.414
H 0.34 2.66 -4.14 0.375
H 1.32 1.23 -3.89 0.460
H 0.42 1.73 -2.32 -0.586
H -1.54 -1.00 -3.70 0.271
H -0.90 -0.50 -2.41 -0.047
H 1.54 -0.88 -3.04 0.144
H 1.02 -1.76 -4.63 0.010
H 0.36 -2.11 -1.63 0.288
Li -1.02 0.46 1.76 1.187
P 0.72 0.07 -0.02 -0.039
O -0.64 0.58 -0.09 0.248
O 0.54 -1.37 -0.53 0.075
O 0.74 0.00 1.45 -1.087
O 1.78 0.90 -0.55 -0.916
C 2.63 3.27 1.31 -0.331
O 2.19 4.52 0.91 -0.159
C 3.19 5.43 0.48 0.519
O 4.34 5.27 0.50 -0.480
O 2.67 6.41 -0.27 -0.261
C 3.66 7.41 -0.70 -0.594
H 3.53 3.33 2.03 0.382
H 2.89 2.71 0.36 0.160
H 1.77 2.71 1.79 0.036
H 3.24 8.28 -1.12 0.258
H 4.37 6.87 -1.52 0.222
H 4.35 7.72 0.22 0.242
C -3.77 1.24 0.42 0.226
O -3.74 2.51 0.96 -0.287
C -2.95 2.72 2.02 0.708
O -2.22 1.85 2.52 -0.672
O -3.07 3.97 2.63 -0.431
C -2.26 4.15 3.79 -0.859
H -4.28 0.59 1.06 0.440
H -2.81 0.80 0.35 -0.683
H -4.20 1.31 -0.75 0.166
H -2.63 3.49 4.34 0.494
H -2.42 5.07 4.21 0.306
H -1.13 3.94 3.71 0.187
C -0.87 3.76 -0.53 -2.235
O -1.38 5.04 -0.74 -0.349
C -1.53 5.41 -2.02 0.721
O -1.17 4.70 -2.98 -0.616
O -2.02 6.62 -2.10 -0.359
C -2.25 7.26 -3.30 -0.835
H -0.66 3.47 0.40 1.095
H 0.10 3.71 -0.71 0.992
H -1.40 2.93 -1.01 0.378
H -1.54 7.90 -3.48 0.413
H -3.33 7.76 -3.38 0.249
H -2.14 6.74 -4.26 0.344
C -0.11 -2.26 3.52 0.105
O -1.36 -2.64 4.13 -0.467
C -2.44 -1.88 4.11 0.727
O -2.23 -0.84 3.45 -0.517
O -3.57 -2.19 4.68 -0.391
C -4.67 -1.37 4.64 -0.635
H 0.28 -1.36 4.06 0.429
H -0.20 -1.86 2.62 -0.538
H 0.69 -2.96 3.72 0.428
H -4.37 -0.77 5.40 0.420
H -5.55 -2.04 4.98 0.175
H -4.98 -0.99 3.67 0.204
C -6.72 -2.86 -1.94 -0.705
O -5.33 -3.12 -2.09 -0.343
C -4.63 -2.49 -1.26 0.729
O -5.07 -1.58 -0.58 -0.546
O -3.32 -2.80 -1.36 -0.355
C -2.49 -2.52 -0.28 -0.704
H -7.11 -3.02 -0.78 0.253
H -7.22 -3.46 -2.74 0.299
H -6.98 -1.99 -2.41 0.329
H -2.59 -1.50 0.02 0.208
H -1.43 -2.56 -0.45 -0.125
H -2.81 -2.93 0.57 1.074
C 0.64 -4.59 0.90 -0.641
O 1.24 -5.17 2.08 -0.040
C 1.26 -6.40 2.31 0.762
O 0.61 -7.21 1.66 -0.637
O 1.88 -6.79 3.42 -0.383
C 1.83 -7.95 4.06 -0.678
H 1.44 -4.57 0.17 0.314
H 0.41 -3.53 1.09 -0.217
H -0.14 -5.17 0.43 0.528
H 2.70 -8.17 4.52 0.274
H 1.79 -8.64 3.22 0.330
H 0.80 -7.88 4.61 0.237
```

Output
2S+1   1
Relative energy (zero: lowest compared OMol25 entry of this formula, charge and spin)   0.551 eV

---

No. 2
# C28H65BaNO16

C28H65BaNO16 as an isolated structure at a distorted geometry (ωB97M-V/def2-TZVPD, the OMol25 dataset).

The geometry in XYZ format:
```
111
Properties=species:S:1:pos:R:3:mulliken_charge:R:1
Ba 2.90 -1.95 -1.25 1.738
C -1.64 -0.21 -1.11 -1.660
C -1.48 -1.60 -0.72 -0.116
C -0.18 -2.23 -1.24 1.508
O 0.42 -3.07 -0.65 -0.679
C 0.31 -1.86 -2.56 -1.583
C 0.15 -0.45 -2.92 0.833
C -0.60 0.40 -1.91 0.461
O -0.24 1.58 -1.65 -0.282
O 0.80 0.09 -3.82 -0.739
O -2.15 -2.15 0.18 -0.668
H -2.62 0.17 -1.03 1.418
H 0.41 -2.64 -3.34 0.310
C -5.52 5.80 2.51 -0.703
O -5.18 5.30 3.81 -0.453
C -4.02 4.53 3.66 0.043
C -3.69 3.94 5.09 -0.801
N -2.49 3.10 5.08 -0.412
C -2.36 1.91 4.18 0.589
C -3.37 0.87 4.53 -0.502
O -3.22 -0.32 4.16 -0.356
C -3.11 -0.58 2.74 -0.720
H -6.44 6.40 2.45 0.322
H -5.69 4.97 1.81 0.252
H -4.68 6.34 2.07 0.269
H -3.12 5.10 3.39 0.292
H -4.24 3.72 3.00 0.187
H -4.45 3.33 5.61 0.375
H -3.43 4.74 5.73 0.386
H -2.31 2.86 6.06 0.294
H -1.28 1.64 4.33 0.120
H -2.52 2.18 3.15 -0.632
H -4.34 1.13 4.15 0.456
H -3.50 0.87 5.64 0.191
H -3.06 -1.63 2.57 0.220
H -2.17 -0.19 2.25 0.128
H -3.91 -0.17 2.16 0.481
C 0.75 1.63 1.58 -0.974
C 0.87 0.21 1.28 0.862
O 1.49 0.01 0.08 0.345
H 0.06 1.78 2.40 -0.016
H 0.51 2.23 0.74 0.090
H 1.74 1.94 1.88 0.482
H -0.15 -0.30 1.40 -0.828
H 1.43 -0.19 2.10 0.612
H 0.98 0.50 -0.52 -0.982
C 4.45 2.20 -2.40 -1.493
C 3.12 1.77 -2.13 0.473
O 3.02 0.44 -2.60 0.130
H 4.58 2.11 -3.52 0.257
H 5.19 1.61 -1.91 0.311
H 4.52 3.23 -2.12 0.453
H 2.43 2.34 -2.69 -0.105
H 2.78 1.91 -1.11 0.097
H 2.37 0.35 -3.29 -0.018
C 2.35 -6.96 -0.83 -0.956
C 2.16 -6.05 -1.94 -0.253
O 2.31 -4.72 -1.49 0.030
H 3.31 -6.70 -0.37 0.210
H 2.35 -8.01 -1.04 0.447
H 1.63 -6.84 0.01 0.161
H 1.25 -6.09 -2.54 0.352
H 2.95 -6.20 -2.63 0.269
H 1.46 -4.45 -1.16 0.180
C 4.66 -1.14 -4.97 -0.959
C 3.54 -2.02 -4.85 -0.012
O 3.72 -2.86 -3.69 -0.280
H 4.68 -0.33 -4.29 0.134
H 4.46 -0.65 -5.92 0.342
H 5.65 -1.62 -4.99 0.357
H 3.46 -2.66 -5.74 0.366
H 2.65 -1.44 -4.65 0.052
H 4.41 -3.51 -3.80 0.188
C 3.05 -4.61 1.95 -0.799
C 2.94 -3.22 2.27 -0.462
O 2.16 -2.64 1.35 0.434
H 3.53 -5.16 2.73 0.470
H 3.59 -4.95 1.05 0.077
H 2.02 -4.98 1.79 0.109
H 3.93 -2.75 2.33 0.406
H 2.51 -3.03 3.30 0.245
H 1.26 -2.69 1.59 -0.066
C 0.56 4.31 -5.62 -1.406
C 0.44 3.09 -4.86 0.477
O 0.20 3.43 -3.54 -0.572
H 1.41 4.94 -5.41 0.329
H -0.32 4.94 -5.35 0.280
H 0.63 4.13 -6.69 0.370
H 1.28 2.42 -4.95 -0.005
H -0.30 2.37 -5.23 0.209
H 0.36 2.68 -2.98 0.151
C -1.47 -4.68 2.06 -0.560
C -0.92 -3.65 2.92 -0.570
O -0.41 -2.61 2.18 -0.308
O -0.43 -5.15 1.20 -0.544
H -2.25 -4.32 1.40 0.237
H -1.92 -5.52 2.56 0.440
H -0.22 -4.07 3.61 0.448
H -1.69 -3.21 3.60 0.264
H -0.97 -2.37 1.43 -0.397
H -0.44 -4.52 0.50 0.285
C -2.12 3.38 0.01 -0.171
C -2.63 4.49 0.79 0.163
O -2.63 5.70 0.12 -0.588
O -2.28 2.10 0.65 -0.314
H -1.03 3.56 -0.23 0.253
H -2.82 3.34 -0.83 0.366
H -2.13 4.50 1.74 0.142
H -3.73 4.32 0.93 -0.204
H -2.33 5.53 -0.81 0.354
H -1.91 1.46 0.03 -0.428
```

Output
2S+1   1
Electronic energy   -2389.7525 hartree

---

- What is the 2S+1 in the first record?
  1